This record from OMol25 describes a 5-piece molecular cluster, C4H17N2O6 overall. The level of theory is wB97M-V/def2-TZVPD.

```
29
Properties=species:S:1:pos:R:3:forces:R:3:nbo_charge:R:1
C -1.590067 1.470458 -0.569176 -0.19 1.05 -0.04 -0.24
N -1.432712 0.111979 -0.131586 -0.72 0.05 0.08 -0.75
C -2.560017 -0.649534 -0.003559 2.19 1.27 0.41 0.52
O -2.584150 -1.572973 0.794552 -0.91 -1.30 0.21 -0.71
C -0.250042 2.221965 -0.866509 0.01 0.44 -1.22 -0.22
N 1.000000 1.479180 -1.139387 0.47 3.80 5.26 -0.66
C 1.629510 1.045942 0.197525 -0.82 0.22 -1.31 0.09
O 1.109633 -0.131551 0.615787 -3.20 -2.54 0.28 -0.90
H -2.025363 2.195412 0.155716 -0.16 -0.76 0.44 0.15
H -2.320887 1.607166 -1.389129 0.44 -0.43 -0.36 0.15
H -0.024695 -0.098987 0.393079 0.86 -0.06 0.11 0.49
H -3.466939 -0.430464 -0.610179 0.25 0.30 -0.04 0.08
H -0.021640 2.932049 -0.015981 -0.16 -0.87 -0.98 0.19
H -0.502922 2.849929 -1.764734 0.48 -0.23 0.74 0.18
H 0.994983 0.754025 -1.758482 -0.41 -2.17 -1.77 0.36
H 1.544140 1.653095 1.130468 0.02 1.24 -1.53 0.16
H 2.634554 0.798713 -0.000663 1.70 0.48 -0.34 0.15
H -0.631489 -0.409314 3.052974 3.37 0.04 2.38 0.48
H 0.873251 -0.402586 2.831723 0.29 0.02 0.16 0.47
O 0.299083 -0.355015 3.608952 -3.50 0.53 -2.09 -0.96
H 1.864290 -2.531171 -0.553242 -1.50 -2.30 -0.74 0.46
H 2.232965 -1.382266 -0.096159 -1.30 4.59 2.05 0.48
O 2.674544 -2.121435 -0.359463 2.81 -2.49 -1.32 -0.95
H -1.052358 -2.274087 1.691138 -4.88 0.71 -1.60 0.48
H 0.277677 -1.749100 1.496141 1.20 1.27 -1.01 0.46
O -0.206620 -2.402785 1.939522 3.67 -2.66 2.12 -0.95
H 1.298648 -0.987829 -2.717119 -2.08 0.03 -1.35 0.47
H -0.209471 -0.728169 -2.658417 -2.31 0.46 2.24 0.47
O 0.446097 -0.892653 -3.273778 4.37 -0.72 -0.77 -0.95
```
Forces are in eV/Å.

Results
* energy relative to the best compared isomer or geometry (same formula, charge and spin): 4.290 eV
* 2S+1: 1
* orbital gap: 8.53 eV
* total charge: -1
* LUMO level: 3.48 eV
* M: 189.188 g/mol